# C5H8N2S

C5H8N2S in the gas phase in a non-equilibrium geometry (wB97M-V/def2-TZVPD, the OMol25 dataset).

Properties
- Energy above the lowest of the compared OMol25 structures with the same formula, charge and spin: 144.5 kcal/mol
- 2S+1: 1
- Net charge: 0
- Kohn-Sham gap: 9.118 eV
- SMILES: C#C[C@H](C)NNC=S

Each line ends with the Mulliken charge.
Geometry (Å):
C 0.524 -1.596 -1.969  0.31
C 0.609 -0.714 -1.186  -1.12
C 0.600 0.437 -0.394  0.68
C 1.914 0.861 0.001  -1.01
N -0.114 0.485 0.954  -0.41
N -1.371 0.342 0.877  -0.22
C -2.153 -0.718 0.662  -0.13
S -3.757 -0.627 0.819  -0.38
H 0.162 -2.466 -2.571  0.40
H -0.077 1.261 -0.871  0.21
H 2.187 0.379 1.094  0.24
H 1.833 2.092 0.088  0.27
H 2.885 0.569 -0.821  0.31
H 0.160 -0.104 1.730  0.28
H -1.891 1.377 0.847  0.28
H -1.510 -1.576 0.741  0.30

***

# C28H44BrFeN3P2

A molecular structure, C28H44BrFeN3P2 in a non-equilibrium geometry (wB97M-V/def2-TZVPD, the OMol25 dataset).

Properties
- Energy above the lowest of the compared OMol25 structures with the same formula, charge and spin: 107.0 kcal/mol
- 2S+1: 5
- Net charge: +2
- Kohn-Sham gap (spin up / spin down): 6.365 / 5.168 eV

Each line ends with the Mulliken spin population.
Geometry (Å):
C -2.836 -3.950 -0.932  0.01
C -1.762 -3.233 -1.530  0.01
C -1.801 -3.044 -2.943  0.01
C -2.656 -3.880 -3.692  0.00
N -3.518 -4.710 -3.094  0.00
C -3.645 -4.738 -1.765  0.00
C -0.675 -2.960 -0.661  0.07
C 0.126 -2.827 0.271  -0.01
C 1.367 -2.742 0.946  0.14
C 1.640 -1.637 1.865  -0.09
C 3.046 -1.156 1.883  -0.09
C 3.932 -1.827 1.046  0.08
C 3.751 -3.164 0.645  0.03
C 2.431 -3.681 0.657  -0.01
Fe 1.559 0.104 0.978  3.51
P -1.419 0.579 0.029  0.08
H -1.081 -2.407 -3.469  0.00
H -2.869 -4.075 0.156  0.00
H -2.618 -3.890 -4.798  0.00
H -4.386 -5.418 -1.313  0.00
H 2.170 -4.711 0.295  0.00
H 0.934 -1.439 2.704  -0.04
H 4.583 -3.772 0.318  0.00
H 3.317 -0.312 2.571  0.03
C -1.881 2.299 0.629  0.03
C -3.121 2.951 0.031  0.01
H -1.000 2.918 0.392  0.00
H -1.945 2.247 1.724  0.00
H -3.191 3.977 0.422  0.00
H -3.074 3.003 -1.062  0.00
H -4.052 2.436 0.302  0.00
C -1.966 0.473 -1.746  0.04
C -3.356 -0.067 -2.033  0.00
H -1.208 -0.195 -2.192  0.00
H -1.821 1.461 -2.203  0.00
H -3.518 -0.059 -3.113  0.00
H -3.454 -1.102 -1.694  0.00
H -4.155 0.526 -1.580  0.00
C -2.576 -0.544 1.012  0.02
C -4.031 -0.114 1.160  0.01
H -2.143 -0.600 2.019  0.01
H -2.464 -1.546 0.579  0.00
H -4.535 -0.864 1.796  0.00
H -4.129 0.880 1.627  0.00
H -4.548 -0.094 0.190  0.00
Br 5.377 -0.594 0.260  0.00
P 1.901 1.700 -1.213  0.14
C 0.916 2.827 -2.243  0.01
C 1.557 4.164 -2.630  0.00
H -0.031 2.995 -1.711  0.00
H 0.668 2.243 -3.137  0.00
H 0.819 4.773 -3.174  0.00
H 1.902 4.742 -1.763  0.00
H 2.420 4.025 -3.297  0.00
C 2.923 2.622 -0.028  -0.01
C 4.337 3.027 -0.445  0.01
H 2.988 2.013 0.899  -0.01
H 2.320 3.506 0.208  -0.01
H 4.811 3.532 0.415  0.00
H 4.965 2.165 -0.717  0.00
H 4.340 3.741 -1.288  0.00
C 2.847 0.563 -2.217  0.00
C 3.453 1.145 -3.487  0.01
H 2.165 -0.259 -2.479  0.00
H 3.621 0.148 -1.555  0.00
H 4.034 0.367 -4.002  0.00
H 2.694 1.508 -4.190  0.00
H 4.135 1.976 -3.273  0.00
C -1.226 0.424 5.702  0.00
N -0.260 -0.054 4.710  0.00
C 0.748 -1.083 5.039  0.00
C -0.358 0.387 3.505  0.03
N -0.120 0.707 2.375  0.00
H -0.860 0.016 6.631  0.00
H -2.231 0.045 5.466  0.00
H -1.232 1.526 5.700  0.00
H 0.493 -2.069 4.631  0.00
H 1.764 -0.778 4.751  0.00
H 0.699 -1.141 6.130  0.00

***

# C25H51N11O24

11 unconnected molecules or ions with the total composition C25H51N11O24 in a non-equilibrium geometry (wB97M-V/def2-TZVPD, the OMol25 dataset).

Properties
- Energy above the lowest of the compared OMol25 structures with the same formula, charge and spin: 0.0 kcal/mol
- 2S+1: 1
- Net charge: 0
- Kohn-Sham gap: 7.842 eV
- SMILES: CCCCC1=CC(=O)C(CCOC(=O)CC)=C(N)C1=O.C[N+](=O)[O-].C[N+](=O)[O-].C[N+](=O)[O-].C[N+](=O)[O-].C[N+](=O)[O-].C[N+](=O)[O-].C[N+](=O)[O-].C[N+](=O)[O-].C[N+](=O)[O-].C[N+](=O)[O-]

Each line ends with the Mulliken charge.
Geometry (Å):
C 4.740 -1.745 -1.502  -0.51
C 5.386 -0.481 -2.082  -0.67
C 4.411 0.667 -2.328  -0.96
C 3.638 1.000 -1.033  -1.00
C 2.122 0.928 -1.066  1.00
C 1.426 1.646 -0.177  -0.77
C -0.050 1.609 -0.103  0.21
O -0.607 2.093 0.884  -0.83
C -0.821 0.966 -1.184  0.38
C -2.304 1.167 -1.121  0.14
C -2.967 1.679 -2.386  -0.68
O -4.406 1.656 -2.162  -0.44
C -4.942 0.404 -2.362  0.43
O -5.151 -0.012 -3.490  -0.61
C -5.302 -0.412 -1.152  0.07
C -4.622 -1.780 -1.198  -1.16
C -0.148 0.233 -2.086  0.44
N -0.809 -0.459 -3.108  -0.45
C 1.346 0.075 -2.006  0.23
O 1.854 -0.791 -2.710  -0.71
H 5.272 -2.610 -1.882  0.52
H 3.700 -1.874 -1.782  0.15
H 4.828 -1.798 -0.425  -0.15
H 5.937 -0.765 -2.973  0.42
H 6.139 -0.144 -1.371  0.26
H 3.773 0.506 -3.186  0.42
H 5.020 1.538 -2.565  0.39
H 3.859 2.034 -0.783  0.58
H 3.977 0.408 -0.187  0.39
H 1.955 2.255 0.537  0.51
H -2.750 0.241 -0.771  -0.35
H -2.509 1.897 -0.347  0.12
H -2.721 2.705 -2.608  0.11
H -2.792 1.077 -3.267  0.53
H -5.078 0.080 -0.221  0.11
H -6.371 -0.603 -1.147  0.53
H -3.549 -1.716 -1.039  0.20
H -5.012 -2.426 -0.424  0.35
H -4.827 -2.276 -2.140  0.39
H -0.210 -1.177 -3.499  0.34
H -1.002 0.181 -3.872  0.15
C 4.918 -3.421 3.208  -0.69
N 5.767 -2.511 2.396  0.88
O 5.202 -1.691 1.709  -0.49
O 6.971 -2.651 2.470  -0.56
H 3.885 -3.171 3.028  0.23
H 5.135 -4.436 2.893  0.30
H 5.182 -3.271 4.251  0.32
C -6.797 -0.481 3.254  -0.62
N -6.001 -1.507 2.530  0.93
O -5.249 -1.112 1.667  -0.50
O -6.151 -2.669 2.849  -0.55
H -6.546 0.489 2.840  0.10
H -7.848 -0.709 3.105  0.31
H -6.532 -0.544 4.305  0.31
C -4.661 3.797 0.711  -0.51
N -5.558 3.017 1.606  0.96
O -5.991 1.967 1.181  -0.51
O -5.795 3.479 2.700  -0.59
H -4.553 3.251 -0.222  0.07
H -5.126 4.765 0.549  0.34
H -3.707 3.905 1.220  0.25
C -0.751 0.396 3.276  -0.50
N -0.624 -0.816 4.133  1.08
O 0.293 -1.576 3.914  -0.56
O -1.458 -0.968 5.004  -0.61
H 0.056 0.394 2.557  0.17
H -1.716 0.347 2.781  0.26
H -0.691 1.266 3.924  0.17
C 9.149 -2.340 -0.278  -0.76
N 8.172 -2.801 -1.301  0.91
O 8.275 -2.361 -2.427  -0.53
O 7.331 -3.584 -0.926  -0.51
H 9.835 -1.645 -0.747  0.32
H 8.583 -1.864 0.518  0.27
H 9.669 -3.218 0.092  0.29
C 0.788 -2.731 0.188  -0.46
N 1.970 -3.625 0.310  0.94
O 2.054 -4.561 -0.448  -0.57
O 2.778 -3.345 1.172  -0.51
H 0.161 -3.098 -0.617  0.28
H 0.266 -2.753 1.139  0.35
H 1.161 -1.732 -0.026  -0.08
C -5.502 -5.429 3.881  -0.67
N -5.170 -6.820 3.467  0.89
O -4.545 -6.970 2.440  -0.52
O -5.551 -7.714 4.192  -0.54
H -5.103 -4.744 3.146  0.30
H -6.583 -5.354 3.935  0.26
H -5.052 -5.266 4.855  0.29
C 0.473 4.213 -4.819  -1.00
N -0.434 3.208 -4.203  0.98
O -0.718 2.225 -4.855  -0.57
O -0.830 3.436 -3.080  -0.53
H 0.739 3.873 -5.813  0.40
H -0.062 5.157 -4.863  0.34
H 1.350 4.291 -4.182  0.33
C -1.318 1.251 7.531  -0.67
N -0.430 2.132 6.726  0.90
O -0.952 2.940 5.986  -0.53
O 0.763 1.975 6.858  -0.53
H -2.347 1.502 7.304  0.29
H -1.095 0.227 7.248  0.26
H -1.096 1.424 8.579  0.28
C 3.655 5.917 -7.002  -0.72
N 2.222 6.291 -6.841  0.84
O 1.414 5.739 -7.557  -0.50
O 1.963 7.123 -5.999  -0.49
H 3.728 5.170 -7.782  0.32
H 4.198 6.818 -7.270  0.29
H 3.999 5.526 -6.049  0.28

***

# C18H29CsN3O5

A molecular structure, C18H29CsN3O5 in a non-equilibrium geometry (wB97M-V/def2-TZVPD, the OMol25 dataset).

Properties
- Energy above the lowest of the compared OMol25 structures with the same formula, charge and spin: 7.6 kcal/mol
- 2S+1: 1
- Net charge: -1
- Kohn-Sham gap: 4.053 eV

Each line ends with the Mulliken charge.
Geometry (Å):
Cs -0.962 -0.772 -0.247  1.02
C 3.809 -2.658 1.506  -0.83
N 3.654 -1.375 2.171  0.19
C 4.476 -1.122 3.336  -1.02
C 2.807 -0.455 1.628  0.51
O 2.173 -0.676 0.618  -0.56
C 2.631 0.848 2.408  -0.60
O 2.049 1.816 1.586  -0.29
C 1.107 2.607 2.274  -0.52
C 0.645 3.717 1.332  0.69
O 1.466 4.260 0.608  -0.69
N -0.664 4.043 1.332  0.19
C -1.676 3.640 2.295  -0.99
C -1.143 4.955 0.314  -1.11
H 3.698 -3.465 2.233  0.39
H 4.796 -2.741 1.039  0.34
H 3.038 -2.757 0.746  -0.02
H 4.755 -2.079 3.774  0.33
H 3.937 -0.563 4.100  0.38
H 5.398 -0.582 3.091  0.30
H 3.577 1.217 2.817  0.32
H 1.980 0.597 3.260  0.37
H 1.562 3.079 3.158  0.24
H 0.285 1.970 2.605  0.35
H -1.260 3.021 3.083  0.36
H -2.447 3.065 1.783  0.30
H -2.092 4.536 2.766  0.34
H -0.475 4.926 -0.541  0.33
H -1.184 5.987 0.683  0.32
H -2.139 4.630 0.016  0.34
N -1.336 0.313 -3.291  -0.36
C -2.743 0.704 -3.436  -0.58
C -3.099 1.752 -2.394  -0.26
C -2.973 1.178 -0.973  0.07
O -3.412 0.021 -0.794  -0.80
O -2.369 1.871 -0.114  -0.59
H -0.713 1.020 -3.660  0.19
H -1.140 -0.565 -3.757  0.09
H -3.345 -0.185 -3.247  0.25
H -2.983 1.071 -4.444  0.35
H -4.130 2.089 -2.545  0.32
H -2.451 2.628 -2.483  0.23
C 0.983 -3.955 -0.441  -1.49
C -0.145 -3.837 -1.231  0.96
C -1.482 -4.047 -0.734  -0.81
C -2.605 -3.841 -1.505  -0.16
C -2.527 -3.421 -2.838  -0.55
C -1.243 -3.226 -3.360  -0.43
C -0.104 -3.412 -2.608  -0.42
H 1.966 -3.773 -0.860  0.27
H 0.911 -4.283 0.590  0.15
H -1.599 -4.371 0.297  0.24
H -3.580 -3.993 -1.051  0.29
H -3.415 -3.250 -3.431  0.37
H -1.131 -2.917 -4.398  0.49
H 0.867 -3.242 -3.065  0.20

***

# C31H31Br2CsN4O3

A molecular structure, C31H31Br2CsN4O3 (wB97M-V/def2-TZVPD, the OMol25 dataset).

Properties
- Energy above the lowest of the compared OMol25 structures with the same formula, charge and spin: 8.1 kcal/mol
- 2S+1: 1
- Net charge: -2
- Kohn-Sham gap: 5.895 eV

Each line ends with the Mulliken charge.
Geometry (Å):
Cs -0.661 -0.866 -1.702  1.57
C 1.734 -2.884 3.247  -1.41
N 1.301 -1.649 2.640  0.86
C 2.388 -0.930 1.976  -1.59
C 2.423 -1.130 0.465  0.57
C 2.812 -2.533 0.020  -0.16
N 2.895 -2.582 -1.431  -0.49
C 2.407 -3.575 -2.055  -0.61
C 1.681 -4.763 -1.538  0.99
C 2.137 -6.019 -1.919  -0.53
C 1.510 -7.190 -1.513  -0.60
C 0.365 -7.076 -0.720  -0.37
C -0.141 -5.845 -0.362  -0.77
C 0.466 -4.615 -0.774  -0.09
O -0.040 -3.488 -0.481  -0.57
C 0.541 -0.819 3.559  -1.34
C -0.410 0.137 2.850  0.19
C -1.648 -0.557 2.288  -0.62
N -2.515 0.420 1.653  -0.31
C -3.039 0.108 0.534  -1.13
C -3.896 0.979 -0.259  0.30
C -4.489 2.108 0.309  -0.19
C -5.298 2.953 -0.426  -0.71
C -5.510 2.653 -1.778  -0.26
C -4.934 1.557 -2.371  -0.73
C -4.073 0.662 -1.651  0.01
O -3.498 -0.318 -2.228  -0.91
H 2.410 -2.726 4.112  0.41
H 2.263 -3.498 2.520  0.36
H 0.869 -3.456 3.589  0.33
H 3.357 -1.214 2.423  0.53
H 2.267 0.139 2.172  0.50
H 3.101 -0.406 0.006  0.40
H 1.422 -0.912 0.100  -0.83
H 2.109 -3.262 0.424  0.03
H 3.814 -2.752 0.413  0.23
H 2.552 -3.548 -3.140  0.39
H 3.024 -6.075 -2.545  0.37
H 1.894 -8.160 -1.804  0.34
H -0.146 -7.976 -0.389  0.34
H -1.043 -5.766 0.234  0.36
H 1.214 -0.254 4.233  0.31
H -0.044 -1.484 4.203  0.51
H 0.111 0.654 2.037  -0.05
H -0.737 0.919 3.542  0.37
H -2.195 -1.021 3.121  0.12
H -1.344 -1.369 1.610  0.27
H -2.881 -0.881 0.088  1.27
H -4.296 2.297 1.359  0.40
H -5.754 3.824 0.027  0.35
H -6.141 3.307 -2.375  0.33
H -5.092 1.341 -3.422  0.37
C -1.373 3.887 1.490  -1.01
C -0.398 4.316 0.430  0.78
C -0.007 5.671 0.340  -0.86
C 0.890 6.051 -0.615  -0.80
C 1.411 5.088 -1.508  1.13
C 2.338 5.377 -2.540  -0.08
Br 2.992 7.155 -2.795  -0.33
C 2.780 4.388 -3.376  -0.38
C 2.329 3.081 -3.229  0.08
Br 2.978 1.768 -4.440  -0.26
C 1.401 2.661 -2.240  -0.33
O 0.991 1.491 -2.114  -0.49
C 0.957 3.754 -1.350  -0.16
N 0.075 3.407 -0.386  -0.22
H -2.227 4.568 1.528  0.43
H -0.898 3.897 2.476  0.26
H -1.739 2.881 1.299  0.00
H -0.428 6.396 1.028  0.41
H 1.204 7.082 -0.705  0.31
H 3.486 4.619 -4.163  0.39

***

| no. | molecular weight (g mol⁻¹) |
| --- | --- |
| 1 | 128.20 |
| 2 | 620.38 |
| 3 | 889.74 |
| 4 | 500.35 |
| 5 | 800.33 |